A molecular structure, CHN3O2S, computed with ωB97M-V with the def2-TZVPD basis set.

## Properties
* net charge: 0
* gap between HOMO and LUMO: 8.756 eV
* E_HOMO: -9.893 eV
* energy above the lowest of the compared OMol25 structures with the same formula, charge and spin: 7.396 eV

Last column: natural (NBO) charge in e.
CARTESIAN COORDINATES (ANGSTROEM)
C -0.381 0.346 -0.262  0.680
N -1.072 -0.583 0.069  -0.776
N 0.099 1.380 -0.724  -0.544
N -3.003 1.263 -0.433  -0.575
O -3.449 -1.321 -0.334  -0.820
O -3.050 0.764 1.050  -0.588
S -2.645 -0.168 -0.116  2.242
H 0.829 0.936 -0.300  0.380

CHN3OS in the gas phase, computed with ωB97M-V with the def2-TZVPD basis set.

## Properties
* net charge: 0
* gap between HOMO and LUMO: 8.448 eV
* E_HOMO: -9.352 eV
* energy above the lowest of the compared OMol25 structures with the same formula, charge and spin: 3.267 eV
* SMILES: S=c1nn[nH]o1

Last column: natural (NBO) charge in e.
CARTESIAN COORDINATES (ANGSTROEM)
C -0.981 0.143 -0.061  0.214
H 1.729 -0.942 0.441  0.396
N -0.131 1.274 -0.050  -0.226
N 1.063 0.860 -0.043  0.056
N 1.104 -0.466 -0.181  -0.128
O -0.186 -0.965 -0.045  -0.300
S -2.598 0.097 -0.060  -0.013

CHN3OS in the gas phase, computed with ωB97M-V with the def2-TZVPD basis set.

## Properties
* net charge: 0
* gap between HOMO and LUMO: 8.992 eV
* E_HOMO: -10.200 eV
* energy above the lowest of the compared OMol25 structures with the same formula, charge and spin: 5.403 eV

Last column: natural (NBO) charge in e.
CARTESIAN COORDINATES (ANGSTROEM)
C -0.159 0.539 0.730  -0.522
N -0.933 -0.440 0.995  -0.021
N -1.241 -1.436 0.506  0.173
N 0.132 -1.194 -1.349  -0.843
O 1.536 1.039 -1.356  -0.850
S 0.605 0.079 -0.827  1.795
H 0.059 1.412 1.301  0.268

A gas-phase ion, CHN4O2 (charge -1), computed with ωB97M-V with the def2-TZVPD basis set.

## Properties
* net charge: -1
* gap between HOMO and LUMO: 7.931 eV
* E_HOMO: -3.794 eV
* energy above the lowest of the compared OMol25 structures with the same formula, charge and spin: 4.168 eV
* SMILES: [H]/N=N\N=N/C(=O)[O-]

Last column: natural (NBO) charge in e.
CARTESIAN COORDINATES (ANGSTROEM)
C 1.844 -0.368 0.020  0.855
N -1.223 0.518 -0.257  0.016
N -0.351 0.548 0.614  0.111
N -2.451 0.382 -0.583  -0.552
N 0.818 0.457 0.849  -0.288
O 2.062 0.299 -1.001  -0.724
O 2.090 -1.421 0.534  -0.696
H -2.789 -0.416 -0.175  0.277

2 unconnected molecules or ions with the total composition CHN4O2, computed with ωB97M-V with the def2-TZVPD basis set.

## Properties
* net charge: -1
* 2S+1: 3
* gap between HOMO and LUMO (alpha / beta): 7.681 / 4.683 eV
* E_HOMO (alpha / beta): -3.204 / -2.424 eV
* energy above the lowest of the compared OMol25 structures with the same formula, charge and spin: 2.669 eV

Last column: natural (NBO) charge in e.
CARTESIAN COORDINATES (ANGSTROEM)
C 1.722 -0.048 -0.363  0.665
N 4.057 -0.212 0.142  -0.109
N 3.549 -1.267 0.145  -0.200
N 2.347 1.014 -0.338  -0.480
N 3.742 0.974 -0.047  -0.028
O -0.925 -0.193 -0.794  -0.864
O 0.842 -0.831 -0.433  -0.385
H -1.125 0.032 0.115  0.400

2 unconnected molecules or ions with the total composition CHN4S, computed with ωB97M-V with the def2-TZVPD basis set.

## Properties
* net charge: -1
* gap between HOMO and LUMO (alpha / beta): 6.454 / 6.452 eV
* E_HOMO (alpha / beta): -2.520 / -2.518 eV
* energy above the lowest of the compared OMol25 structures with the same formula, charge and spin: 3.579 eV

Last column: natural (NBO) charge in e.
CARTESIAN COORDINATES (ANGSTROEM)
C 0.835 -1.212 -0.557  -0.397
N 1.104 -0.035 -0.748  -0.074
N -1.117 -0.486 0.647  -0.029
N 1.042 1.114 -0.481  -0.360
N -1.042 0.657 0.854  -0.213
S -1.449 2.022 1.463  -0.102
H 0.627 -2.060 -1.178  0.175

A gas-phase ion, CHN4S2 (charge -1), computed with ωB97M-V with the def2-TZVPD basis set.

## Properties
* net charge: -1
* gap between HOMO and LUMO: 6.820 eV
* E_HOMO: -3.259 eV
* energy above the lowest of the compared OMol25 structures with the same formula, charge and spin: 3.247 eV
* SMILES: [N-]=[N+]=CN([S-])N=S

Last column: natural (NBO) charge in e.
CARTESIAN COORDINATES (ANGSTROEM)
C -0.218 -0.337 -0.036  -0.067
N -0.233 -1.633 0.027  -0.087
N -1.046 -2.468 0.038  0.012
N -1.516 0.207 0.031  -0.260
N -2.516 -0.573 0.016  -0.350
S -1.634 1.877 0.021  -0.344
S -4.108 -0.261 -0.017  -0.144
H 0.782 0.305 -0.095  0.240

3 unconnected molecules or ions with the total composition CHN5O, computed with ωB97M-V with the def2-TZVPD basis set.

## Properties
* net charge: 0
* gap between HOMO and LUMO: 12.028 eV
* E_HOMO: -11.132 eV
* energy above the lowest of the compared OMol25 structures with the same formula, charge and spin: 0.319 eV
* SMILES: N=C=O.N#N.N#N

Last column: natural (NBO) charge in e.
CARTESIAN COORDINATES (ANGSTROEM)
C 1.385 1.208 -0.204  0.875
N 2.701 -0.929 0.174  -0.022
N 3.081 -1.913 -0.128  0.021
N -4.600 0.137 -0.830  0.007
N -4.226 -0.433 0.034  -0.007
N 0.184 1.061 -0.052  -0.766
O 2.470 1.515 -0.501  -0.507
H -0.306 0.482 0.472  0.399

2 unconnected molecules or ions with the total composition CHNO2PS, computed with ωB97M-V with the def2-TZVPD basis set.

## Properties
* net charge: -1
* gap between HOMO and LUMO (alpha / beta): 7.380 / 5.164 eV
* E_HOMO (alpha / beta): -5.016 / -4.070 eV
* energy above the lowest of the compared OMol25 structures with the same formula, charge and spin: 4.591 eV

Last column: natural (NBO) charge in e.
CARTESIAN COORDINATES (ANGSTROEM)
C 0.760 -1.373 0.168  -0.090
N 1.041 -2.495 -0.026  -0.366
O 0.662 0.787 1.850  -1.048
O -2.825 0.411 -0.807  -0.535
P 0.557 0.409 0.403  1.243
S 2.001 1.178 -0.673  -0.615
H -2.197 1.083 -0.914  0.411

2 unconnected molecules or ions with the total composition CHNO2S, computed with ωB97M-V with the def2-TZVPD basis set.

## Properties
* net charge: 0
* gap between HOMO and LUMO (alpha / beta): 5.898 / 5.900 eV
* E_HOMO (alpha / beta): -9.374 / -9.375 eV
* energy above the lowest of the compared OMol25 structures with the same formula, charge and spin: 3.257 eV

Last column: natural (NBO) charge in e.
CARTESIAN COORDINATES (ANGSTROEM)
C -3.250 -0.142 0.058  0.698
N -2.705 -1.138 0.436  -0.471
O -3.794 0.831 -0.290  -0.498
O -0.909 -0.758 -0.848  -0.613
S 0.380 -1.064 -0.234  0.844
H 0.890 0.214 0.060  0.041

2 unconnected molecules or ions with the total composition CHNO3, computed with ωB97M-V with the def2-TZVPD basis set.

## Properties
* net charge: 0
* gap between HOMO and LUMO (alpha / beta): 9.367 / 9.331 eV
* E_HOMO (alpha / beta): -9.156 / -9.171 eV
* energy above the lowest of the compared OMol25 structures with the same formula, charge and spin: 1.732 eV

Last column: natural (NBO) charge in e.
CARTESIAN COORDINATES (ANGSTROEM)
C -0.353 -0.924 -1.050  1.035
N 1.056 0.630 0.453  -0.047
O 0.140 -1.950 -1.109  -0.494
O -0.892 0.101 -0.959  -0.541
O 0.316 1.386 1.121  -0.429
H -0.266 0.757 1.545  0.476

2 unconnected molecules or ions with the total composition CHNO3S, computed with ωB97M-V with the def2-TZVPD basis set.

## Properties
* net charge: 0
* gap between HOMO and LUMO: 10.422 eV
* E_HOMO: -10.423 eV
* energy above the lowest of the compared OMol25 structures with the same formula, charge and spin: 2.354 eV
* SMILES: O=C=S.O=NO

Last column: natural (NBO) charge in e.
CARTESIAN COORDINATES (ANGSTROEM)
C 3.569 -0.380 -0.197  0.482
N 0.445 -0.757 1.039  0.395
O 3.883 -1.393 -0.640  -0.444
O 1.487 -1.146 0.620  -0.368
O -0.209 -0.059 0.175  -0.493
S 3.315 1.132 0.214  -0.044
H 0.157 0.050 -0.686  0.473